(1)
Density functional theory data (the ωB97M-V functional and the def2-TZVPD basis) for a structure of composition C36H60CoIN5O2SSi4 at a distorted geometry.

Output
E_HOMO (spin up / spin down)	-0.1756 / -0.2700	Ha
energy	-137926.2813	eV
HOMO-LUMO gap (spin up / spin down)	3.5 / 6.8	eV
spin multiplicity	4
expectation value of S²	4.085

Cartesian coordinates (Å):
Co  -0.265  0.482  0.724
C  6.022  -1.834  -4.429
C  6.085  -1.538  -2.933
C  4.953  -2.184  -2.129
C  3.543  -1.734  -2.527
N  3.388  -0.303  -2.489
C  2.858  0.422  -1.493
S  2.164  -0.317  -0.143
N  2.944  1.759  -1.598
C  3.220  2.470  -2.837
C  4.715  2.674  -3.156
C  5.278  4.000  -2.643
C  5.319  4.071  -1.123
H  6.889  -1.408  -4.933
H  5.127  -1.415  -4.887
H  6.024  -2.909  -4.600
H  6.090  -0.457  -2.771
H  7.032  -1.921  -2.543
H  5.107  -1.954  -1.074
H  5.001  -3.267  -2.248
H  2.821  -2.171  -1.837
H  3.312  -2.066  -3.542
H  3.897  0.199  -3.200
H  2.484  2.297  -0.876
H  2.722  3.439  -2.762
H  2.749  1.926  -3.667
H  4.831  2.645  -4.243
H  5.306  1.857  -2.735
H  4.673  4.821  -3.032
H  6.289  4.130  -3.038
H  4.326  3.936  -0.703
H  5.700  5.036  -0.795
H  5.968  3.293  -0.726
C  0.640  0.625  4.509
C  0.311  0.769  3.167
N  -0.090  -0.282  2.419
C  -0.193  -1.473  2.975
C  0.079  -1.725  4.339
C  0.531  -0.610  5.096
C  -0.002  -3.006  4.934
C  -0.719  -4.122  4.559
C  -1.853  -4.240  3.728
C  -2.352  -5.523  3.360
C  -3.508  -5.585  2.634
N  -4.210  -4.488  2.296
C  -3.674  -3.340  2.671
N  -2.551  -3.145  3.316
H  0.967  1.487  5.072
H  0.380  1.738  2.677
H  -0.481  -2.286  2.328
H  0.760  -0.742  6.144
H  0.608  -3.138  5.822
H  -0.439  -5.046  5.051
H  -1.807  -6.414  3.632
H  -3.925  -6.527  2.295
H  -4.222  -2.442  2.392
I  0.334  -0.038  -7.216
C  0.207  0.822  -5.282
C  0.230  -0.009  -4.175
C  0.125  0.547  -2.916
C  0.058  1.929  -2.758
C  0.054  2.746  -3.884
C  0.104  2.198  -5.149
C  0.128  2.553  -1.397
O  0.655  3.651  -1.252
O  -0.370  1.870  -0.432
H  0.334  -1.077  -4.289
H  0.119  -0.090  -2.043
H  -0.001  3.815  -3.754
H  0.073  2.830  -6.022
C  -4.466  -2.368  -0.777
Si  -2.592  -2.051  -0.967
C  -2.167  -2.381  -2.806
C  -1.527  -3.347  -0.061
Si  -2.441  0.223  -0.049
Si  -3.542  1.661  -1.716
C  -3.172  1.158  -3.540
C  -3.156  3.524  -1.481
C  -5.461  1.550  -1.698
Si  -3.375  1.047  2.144
C  -2.727  2.851  2.287
C  -3.047  0.090  3.763
C  -5.271  1.008  1.872
H  -4.696  -3.421  -0.901
H  -5.034  -1.817  -1.520
H  -4.834  -2.079  0.201
H  -2.472  -3.389  -3.075
H  -1.098  -2.316  -2.974
H  -2.657  -1.700  -3.492
H  -1.671  -4.338  -0.484
H  -1.788  -3.406  0.988
H  -0.469  -3.110  -0.132
H  -2.272  0.565  -3.636
H  -3.047  2.029  -4.179
H  -3.992  0.570  -3.943
H  -2.135  3.689  -1.156
H  -3.807  3.963  -0.731
H  -3.294  4.085  -2.403
H  -5.801  0.522  -1.632
H  -5.858  1.966  -2.620
H  -5.912  2.099  -0.880
H  -1.719  2.922  1.885
H  -2.697  3.198  3.318
H  -3.344  3.545  1.723
H  -2.807  -0.957  3.586
H  -3.923  0.105  4.410
H  -2.223  0.521  4.324
H  -5.595  1.804  1.213
H  -5.802  1.119  2.812
H  -5.585  0.067  1.433

Mulliken atomic charge list, values in e, 5 entries: 0.8237, -1.2060, -0.1601, -0.6785, -1.1070

(2)
Density functional theory data (the ωB97M-V functional and the def2-TZVPD basis) for a structure of composition C36H61F6HfO18 at a distorted geometry.

Output
E_HOMO	-0.5450	Ha
energy	-92750.7917	eV
HOMO-LUMO gap	1.4	eV
spin multiplicity	1
net charge	+3

Cartesian coordinates (Å):
Hf  -2.568  3.166  -3.714
C  -0.615  0.622  -1.673
O  -0.572  1.256  -0.394
O  -1.416  1.468  -2.472
C  0.891  0.189  -2.062
F  1.797  1.090  -1.783
F  1.246  -0.973  -1.491
F  0.983  -0.007  -3.367
C  -0.498  0.468  0.825
C  -0.437  1.414  2.083
H  -0.668  0.738  2.907
H  0.589  1.737  2.257
H  -1.159  2.219  1.947
H  0.442  -0.081  0.866
H  -1.226  -0.328  0.981
H  -1.179  -0.284  -1.450
C  3.756  -0.418  0.324
O  4.010  -0.522  1.748
C  2.864  -0.541  2.602
C  1.980  -1.820  2.478
O  0.830  -1.708  3.289
C  0.118  -2.958  3.476
H  3.281  -1.364  0.067
H  4.677  -0.266  -0.237
H  3.127  0.444  0.101
H  2.186  0.309  2.512
H  3.320  -0.564  3.591
H  2.492  -2.757  2.695
H  1.524  -1.848  1.488
H  0.678  -3.780  3.922
H  -0.375  -3.321  2.574
H  -0.690  -2.613  4.121
C  -2.274  -3.278  0.437
O  -3.121  -4.433  0.892
C  -3.000  -5.573  0.083
C  -1.976  -6.485  0.749
O  -2.411  -6.815  2.071
C  -1.488  -7.722  2.726
H  -1.224  -3.532  0.294
H  -2.354  -2.629  1.309
H  -2.614  -2.731  -0.442
H  -2.680  -5.316  -0.927
H  -3.955  -6.081  -0.051
H  -0.978  -6.054  0.833
H  -1.921  -7.404  0.166
H  -2.078  -8.284  3.451
H  -0.711  -7.153  3.237
H  -0.983  -8.449  2.091
O  4.103  -0.084  -3.404
C  4.049  -1.268  -3.527
O  4.698  -2.039  -2.668
C  4.395  -3.424  -2.849
C  3.165  -3.423  -3.717
C  3.341  -2.163  -4.523
H  4.252  -4.030  -1.955
H  5.172  -3.920  -3.430
H  2.223  -3.357  -3.173
H  3.165  -4.299  -4.366
H  2.445  -1.690  -4.925
H  4.094  -2.333  -5.292
O  -1.366  4.550  -2.183
C  -0.759  4.980  -1.182
O  -1.307  5.705  -0.256
C  -0.516  6.185  0.820
C  0.622  5.181  0.697
C  0.660  4.672  -0.737
H  -1.105  6.229  1.736
H  -0.106  7.158  0.547
H  0.452  4.390  1.428
H  1.541  5.540  1.161
H  0.887  3.616  -0.887
H  1.311  5.194  -1.438
O  -3.501  3.174  -1.285
C  -4.020  2.835  -0.176
O  -4.206  3.678  0.858
C  -4.762  3.032  1.964
C  -4.555  1.540  1.734
C  -4.448  1.446  0.234
H  -5.822  3.280  1.995
H  -4.172  3.268  2.850
H  -5.387  0.970  2.146
H  -3.655  1.118  2.181
H  -5.437  1.281  -0.195
H  -3.787  0.719  -0.237
O  -0.356  -4.363  -2.221
C  -1.060  -3.993  -3.139
O  -1.880  -4.833  -3.812
C  -2.509  -4.033  -4.843
C  -1.513  -2.902  -5.196
C  -1.015  -2.631  -3.841
H  -3.477  -3.626  -4.550
H  -2.643  -4.629  -5.746
H  -2.049  -2.056  -5.627
H  -0.733  -3.118  -5.926
H  -1.588  -1.950  -3.212
H  0.009  -2.267  -3.924
O  0.180  3.368  -3.936
C  1.352  3.570  -4.079
O  2.039  4.668  -3.580
C  3.434  4.654  -3.780
C  3.696  3.182  -4.215
C  2.362  2.688  -4.809
H  4.001  4.808  -2.862
H  3.762  5.380  -4.524
H  3.684  2.682  -3.246
H  4.484  2.927  -4.923
H  2.202  1.626  -4.622
H  2.274  2.942  -5.865
C  0.748  2.214  8.038
C  -0.277  1.783  7.063
O  -0.858  2.926  6.422
C  -0.231  3.470  5.288
O  0.799  2.959  4.868
C  -0.871  4.820  4.817
F  -1.690  5.303  5.746
F  0.096  5.719  4.490
F  -1.640  4.594  3.784
H  0.257  2.896  8.733
H  1.573  2.775  7.600
H  1.154  1.412  8.654
H  -1.084  1.248  7.564
H  0.089  1.052  6.342

Mulliken atomic charge list, values in e, 5 entries: 1.6275, -0.3600, 0.2918, 0.3500, 0.4590

(3)
Density functional theory data (the ωB97M-V functional and the def2-TZVPD basis) for a structure of composition C36H62BInN4O2Se2Si2Te at a distorted geometry.

Output
E_HOMO	-0.4621	Ha
energy	-207977.4128	eV
HOMO-LUMO gap	7.9	eV
spin multiplicity	1
net charge	+2

Cartesian coordinates (Å):
In  -0.692  -0.446  -0.346
C  0.410  -2.927  -2.502
N  -0.286  -2.976  -1.225
C  0.383  -3.870  -0.276
C  1.045  -3.148  0.870
C  1.866  -3.848  1.749
C  2.497  -3.163  2.771
C  2.293  -1.796  2.884
C  1.436  -1.186  1.988
N  0.830  -1.847  1.007
C  -1.679  -3.389  -1.410
C  -2.378  -3.322  -0.081
C  -3.088  -4.380  0.471
C  -3.644  -4.218  1.732
C  -3.491  -3.004  2.382
C  -2.771  -2.005  1.750
N  -2.217  -2.172  0.561
C  0.083  -1.709  -3.327
C  0.634  -1.544  -4.597
C  0.336  -0.397  -5.311
C  -0.526  0.540  -4.752
C  -1.041  0.285  -3.497
N  -0.730  -0.802  -2.797
H  0.194  -3.823  -3.105
H  1.490  -2.914  -2.316
H  1.135  -4.491  -0.778
H  -0.350  -4.555  0.162
H  2.018  -4.909  1.619
H  3.156  -3.682  3.449
H  2.788  -1.222  3.650
H  1.225  -0.123  2.023
H  -1.752  -4.398  -1.841
H  -2.157  -2.674  -2.088
H  -3.201  -5.310  -0.064
H  -4.178  -5.029  2.202
H  -3.910  -2.836  3.360
H  -2.626  -1.030  2.204
H  1.284  -2.299  -5.011
H  0.775  -0.230  -6.281
H  -0.775  1.444  -5.284
H  -1.724  0.964  -3.003
C  -1.265  3.769  3.183
Se  -0.820  1.915  2.750
C  0.412  1.559  4.264
C  -0.128  0.556  5.260
Se  -0.785  -1.087  4.365
C  -0.018  -2.423  5.555
H  -0.345  4.344  3.222
H  -1.777  3.812  4.140
H  -1.902  4.148  2.390
H  0.604  2.520  4.743
H  1.343  1.202  3.823
H  -0.966  0.956  5.834
H  0.653  0.245  5.957
H  -0.401  -2.257  6.558
H  1.068  -2.363  5.538
H  -0.348  -3.391  5.184
C  -5.341  1.278  1.177
C  -4.714  1.307  -0.215
C  -5.761  0.957  -1.264
O  -3.665  0.283  -0.253
B  -2.492  0.911  -0.211
O  -2.531  2.239  -0.244
C  -3.912  2.634  -0.504
C  -4.263  3.809  0.398
C  -3.965  3.074  -1.969
H  -5.817  0.315  1.337
H  -6.096  2.052  1.270
H  -4.583  1.414  1.944
H  -6.320  0.083  -0.938
H  -5.290  0.720  -2.213
H  -6.455  1.783  -1.394
H  -4.032  3.585  1.433
H  -5.316  4.058  0.317
H  -3.686  4.678  0.094
H  -3.672  2.263  -2.630
H  -3.277  3.902  -2.117
H  -4.964  3.403  -2.234
C  2.375  4.725  -3.069
Si  1.991  3.401  -1.760
C  0.134  3.284  -1.341
C  2.956  3.698  -0.144
C  2.440  1.710  -2.575
Te  2.102  -0.072  -1.407
C  3.813  0.218  -0.117
Si  5.241  -0.921  -0.734
C  6.834  -0.555  0.236
C  5.453  -0.693  -2.616
C  4.560  -2.681  -0.414
H  2.108  5.714  -2.712
H  1.830  4.551  -3.993
H  3.433  4.743  -3.313
H  -0.291  4.269  -1.185
H  -0.038  2.713  -0.427
H  -0.428  2.811  -2.144
H  2.725  4.689  0.237
H  4.031  3.658  -0.290
H  2.687  2.983  0.630
H  3.489  1.673  -2.859
H  1.851  1.570  -3.480
H  3.529  -0.038  0.900
H  4.089  1.265  -0.144
H  7.219  0.436  0.016
H  7.611  -1.266  -0.025
H  6.684  -0.618  1.309
H  5.899  0.263  -2.876
H  4.492  -0.764  -3.127
H  6.101  -1.464  -3.022
H  4.643  -2.954  0.633
H  5.094  -3.430  -0.991
H  3.505  -2.730  -0.688

natural (NBO) atomic charge list, values in e, 5 entries: 1.3744, -0.2686, -0.4705, -0.2675, 0.2309

(4)
Density functional theory data (the ωB97M-V functional and the def2-TZVPD basis) for a cluster of 10 separate species, C36H62Br20ClFNO5S in total at a distorted geometry.

Output
E_HOMO	-0.3893	Ha
energy	-1476960.6130	eV
HOMO-LUMO gap	5.2	eV
spin multiplicity	1
net charge	+1

Cartesian coordinates (Å):
C  1.968  5.366  -2.156
C  3.168  6.246  -1.932
C  4.688  5.875  -2.450
C  4.852  4.267  -2.880
C  5.147  3.992  -4.469
C  5.253  5.094  -5.670
C  6.977  5.319  -6.062
C  7.257  6.186  -7.540
O  7.483  4.570  -7.338
C  5.364  2.407  -4.910
Cl  5.729  1.875  -6.684
C  5.215  1.249  -3.740
N  4.888  1.575  -2.267
C  4.746  0.348  -1.366
O  4.180  -0.833  -2.035
C  2.761  -1.042  -1.709
C  1.835  0.032  -2.533
O  0.867  0.589  -1.549
C  -0.331  1.109  -2.229
C  -0.054  2.448  -3.140
C  4.722  3.026  -1.764
S  4.342  3.371  0.054
O  5.137  2.429  1.040
O  2.794  3.167  0.285
F  4.688  4.966  0.570
H  2.137  4.210  -2.052
H  0.967  5.898  -2.450
H  3.001  7.274  -1.364
H  5.514  6.035  -1.603
H  4.973  6.612  -3.312
H  4.832  6.156  -5.432
H  4.794  4.614  -6.639
H  7.766  5.526  -5.109
H  6.268  6.024  -8.169
H  8.335  6.218  -8.001
H  5.381  0.132  -4.128
H  4.043  0.547  -0.422
H  5.802  0.087  -0.914
H  2.574  -1.074  -0.554
H  2.481  -2.120  -2.137
H  1.223  -0.548  -3.376
H  2.456  0.865  -3.096
H  -1.124  1.393  -1.413
H  -0.802  0.266  -2.895
H  -0.448  2.242  -4.243
H  -0.616  3.401  -2.712
H  1.109  2.665  -3.210
Br  -0.704  4.729  2.925
C  1.235  4.704  2.717
C  1.852  6.002  3.182
Br  1.596  7.418  1.865
H  1.441  4.478  1.666
H  1.577  3.870  3.337
H  2.936  5.900  3.282
H  1.437  6.366  4.126
Br  5.852  -1.313  2.062
C  6.179  -3.175  1.583
C  5.505  -3.531  0.278
Br  3.588  -3.792  0.521
H  5.842  -3.785  2.426
H  7.265  -3.258  1.492
H  5.877  -4.488  -0.099
H  5.628  -2.768  -0.496
Br  0.610  -1.709  -1.321
C  -0.535  -3.126  -2.017
C  -1.398  -3.717  -0.927
Br  -0.372  -4.924  0.210
H  0.120  -3.858  -2.498
H  -1.153  -2.643  -2.780
H  -2.191  -4.336  -1.356
H  -1.846  -2.964  -0.272
Br  -4.557  -1.579  0.248
C  -4.471  -2.240  2.081
C  -3.488  -1.443  2.905
Br  -1.649  -1.951  2.496
H  -4.228  -3.305  2.025
H  -5.486  -2.124  2.472
H  -3.612  -1.660  3.970
H  -3.564  -0.364  2.747
Br  2.139  2.401  6.648
C  1.068  1.284  5.462
C  1.561  -0.144  5.462
Br  3.182  -0.332  4.393
H  1.093  1.752  4.474
H  0.051  1.340  5.860
H  0.830  -0.805  4.989
H  1.793  -0.523  6.462
Br  -6.032  -5.007  4.740
C  -7.241  -4.893  3.214
C  -7.071  -6.077  2.291
Br  -5.465  -5.898  1.200
H  -7.051  -3.932  2.727
H  -8.245  -4.883  3.647
H  -7.896  -6.131  1.576
H  -6.993  -7.032  2.820
Br  4.144  -1.096  -5.348
C  2.999  -2.513  -6.045
C  2.136  -3.104  -4.955
Br  3.162  -4.311  -3.818
H  3.654  -3.245  -6.525
H  2.381  -2.030  -6.807
H  1.343  -3.723  -5.384
H  1.688  -2.351  -4.299
Br  -6.725  -1.778  6.971
C  -7.379  -2.373  8.710
C  -7.748  -3.837  8.684
Br  -9.462  -4.118  7.796
H  -8.214  -1.719  8.977
H  -6.550  -2.196  9.401
H  -7.889  -4.218  9.699
H  -7.015  -4.461  8.166
Br  -10.880  0.042  9.917
C  -12.089  0.156  8.391
C  -11.919  -1.028  7.469
Br  -10.313  -0.849  6.377
H  -11.899  1.117  7.904
H  -13.093  0.166  8.825
H  -12.744  -1.082  6.753
H  -11.841  -1.983  7.998
Br  -0.432  -1.557  -5.947
C  -1.577  -2.974  -6.643
C  -2.440  -3.565  -5.553
Br  -1.413  -4.772  -4.416
H  -0.922  -3.706  -7.123
H  -2.195  -2.491  -7.405
H  -3.233  -4.184  -5.982
H  -2.888  -2.812  -4.898

Mulliken atomic charge list, values in e, 5 entries: 0.0207, -0.2452, -0.6537, 0.2827, -0.1375

Question: Among the records above, which one has the lowest energy?
Answer: C36H62Br20ClFNO5S

Question: Which of these has the lowest energy?
Answer: C36H62Br20ClFNO5S

Question: Which of these has the highest energy?
Answer: C36H61F6HfO18